# 1
43
Properties=species:S:1:pos:R:3:lowdin_spin:R:1 method="wB97M-V/def2-TZVPD" orbital_gap_ev="8.21 / 5.44" charge=+1 multiplicity=5 s_squared=6.061 lumo_energy_ev="-3.793 / -7.027" e_homo_ev="-12.01 / -12.47"
N 1.318 1.418 -1.483 0.033
C 3.050 0.156 4.525 0.020
H -3.896 -0.865 1.470 0.000
C -3.678 2.871 1.338 0.096
C -2.592 2.112 1.017 0.066
F 1.880 -2.055 -2.783 0.000
F 4.356 -2.262 -1.803 0.001
N -2.695 0.748 1.007 0.041
F 2.511 -4.395 -1.678 0.000
N -0.677 -0.290 -1.206 0.041
Ir 0.303 0.787 0.243 1.419
Sb 2.610 -2.609 -1.071 0.002
H -3.445 3.939 1.417 0.005
C -1.743 -1.169 -1.336 0.003
C -4.976 0.932 1.764 0.080
H 3.832 1.988 -3.426 0.001
N 4.081 0.584 4.812 0.147
N 2.213 0.667 -3.312 0.004
S -0.072 -0.507 2.206 0.319
F 2.736 -0.832 -0.392 0.031
C 1.220 0.510 -2.446 0.015
H 2.673 -0.038 -3.878 0.000
S 1.972 1.268 1.753 0.235
H -5.854 0.403 2.073 0.004
N 0.568 -2.299 5.184 0.152
H -0.028 -1.449 -4.006 0.000
H 2.834 2.980 -1.163 0.000
F 3.243 -3.151 0.603 0.000
C 1.196 -1.494 4.701 0.034
H -2.481 -1.302 -0.458 0.000
S -0.978 2.798 0.640 0.822
C 0.041 -0.361 -2.333 0.025
C 2.999 1.717 -2.869 0.008
C -1.614 -1.738 -2.558 0.011
C 2.458 2.129 -1.695 0.002
F 0.742 -2.629 -0.547 0.006
H -2.233 -2.475 -3.064 0.001
C 1.300 0.120 2.836 0.053
C -4.906 2.291 1.701 -0.005
N -0.512 -1.196 -3.161 0.008
C -3.813 0.200 1.351 0.011
C 1.796 -0.419 4.030 0.309
H -5.740 2.913 1.999 -0.002


# 2
58
Properties=species:S:1:pos:R:3:lowdin_spin:R:1 method="wB97M-V/def2-TZVPD" orbital_gap_ev="7.19 / 6.72" charge=+1 multiplicity=3 s_squared=2.021 lumo_energy_ev="-4.160 / -4.855" e_homo_ev="-11.35 / -11.58"
C 1.110 -0.467 1.227 -0.001
C -1.986 2.700 0.227 0.010
H 4.516 -0.301 1.334 0.000
W -2.599 -0.568 -0.345 1.603
C 0.610 2.042 -3.362 0.000
C 3.250 -0.244 3.047 0.001
H 2.617 -0.128 5.562 0.000
Cl -2.944 0.362 -2.751 0.007
C -2.418 4.177 -1.656 0.008
C 2.426 -0.437 0.826 0.000
Cl -3.097 3.204 -4.110 -0.002
H 2.577 -3.287 -3.610 0.000
N -5.077 -0.944 0.308 0.080
H 1.349 4.058 -3.316 0.000
C 0.318 0.910 -2.616 0.002
I -2.307 -0.787 2.426 0.029
H -0.105 0.047 -3.117 0.000
Cl -1.647 5.353 0.633 -0.001
H -1.602 -0.484 5.073 -0.001
C 1.925 -0.289 3.532 0.001
C -0.611 -0.421 4.640 0.002
O -4.143 -1.748 0.550 0.018
C 1.824 -4.448 -1.973 0.000
Cl -2.463 5.743 -2.338 0.003
C 2.013 -3.275 -2.686 0.001
C 1.125 -4.421 -0.772 0.001
C -0.439 -0.476 3.289 0.006
C 1.065 2.020 -0.621 0.001
H 4.057 -0.155 3.764 0.000
C 1.738 -0.224 4.937 0.002
C 3.504 -0.324 1.715 0.000
O -4.595 0.013 -0.349 -0.006
H 0.431 2.044 -4.430 0.000
C -2.485 -3.864 -0.477 0.027
C 0.762 -2.048 -1.037 0.012
Cl -1.390 2.539 1.845 0.002
H 0.067 -3.219 0.635 0.000
P 0.012 -0.572 -0.267 0.034
C 0.603 -3.226 -0.308 0.002
H 1.238 2.034 0.447 0.000
C -2.712 3.074 -2.449 -0.002
C 1.122 3.172 -2.736 0.001
C 0.819 -0.409 2.629 0.001
C 1.489 -2.073 -2.221 0.001
C -2.293 1.579 -0.533 0.006
C 1.345 3.159 -1.365 0.000
H 2.227 -5.381 -2.346 0.000
C -2.645 1.845 -1.835 0.013
C 0.502 -0.287 5.491 0.000
Se -2.563 -2.626 -1.838 0.105
C 0.551 0.883 -1.240 0.005
H 1.735 4.039 -0.869 0.000
H 0.359 -0.245 6.562 0.000
H 0.982 -5.327 -0.197 0.000
C -2.054 3.988 -0.318 -0.002
N -2.434 -4.615 0.398 0.027
H 2.660 -0.494 -0.229 0.000
H 1.679 -1.169 -2.781 0.000


# 3
106
Properties=species:S:1:pos:R:3:lowdin_spin:R:1 method="wB97M-V/def2-TZVPD" orbital_gap_ev="6.23 / 5.55" charge=+2 multiplicity=4 s_squared=3.950 lumo_energy_ev="-6.998 / -7.902" e_homo_ev="-13.22 / -13.45"
H 3.251 1.380 -3.372 0.000
C -3.072 -0.497 4.057 0.002
N -2.005 -2.348 -0.564 0.243
C -1.289 0.130 -2.835 0.020
C 4.045 -0.521 4.069 -0.002
H 5.395 -0.130 2.459 0.000
H 0.175 4.316 3.938 0.001
H 0.735 5.565 0.417 0.000
H 0.189 -6.672 -0.116 -0.001
H -3.634 1.434 -2.042 0.000
C 2.752 0.419 -3.281 0.000
H 2.892 -2.237 -1.074 0.000
N -0.191 0.580 2.407 0.047
H 4.840 1.835 -1.031 0.000
H 3.000 -0.174 -4.157 0.000
C -2.779 -1.297 -0.280 0.003
C 0.443 -5.649 0.110 -0.024
C 3.550 -0.941 1.755 -0.001
C 4.419 -0.496 2.735 0.000
C -4.328 0.752 0.642 0.061
C 0.007 -3.302 -0.048 -0.028
H 1.335 3.648 1.834 0.000
H -1.640 4.393 -2.010 0.000
C 2.995 0.635 -0.858 0.010
H -2.461 1.577 1.273 0.000
H 4.704 -0.144 4.835 0.000
C -1.629 -1.012 3.911 0.001
H 1.028 -1.989 3.727 0.000
H -0.284 -0.073 -2.459 0.013
H -1.233 -4.807 -0.938 0.001
H -3.434 -0.071 3.124 0.001
C -4.169 -1.342 -0.491 0.066
Re 0.028 -0.244 0.385 2.274
N 1.305 -1.719 1.121 -0.012
H -6.021 -0.326 -0.144 0.000
C -0.351 -4.622 -0.345 0.009
H 1.726 3.571 4.312 0.001
C -0.319 5.296 0.442 0.001
H -3.138 0.263 4.830 0.000
C -1.596 1.625 -2.791 0.001
C -3.112 1.843 -2.905 0.001
H 5.265 0.235 -2.534 0.000
H -3.344 2.901 -2.980 0.000
N -0.756 -2.211 -0.316 0.062
C 1.947 -4.089 1.195 0.004
C 3.217 -0.314 -2.011 0.001
H -0.285 -2.169 5.199 0.000
H -1.035 -0.810 6.019 0.000
C 1.587 -5.376 0.872 -0.026
N -0.097 2.797 0.340 0.005
C 1.154 -3.008 0.754 -0.039
H 3.818 3.582 2.152 0.000
H 0.414 3.507 5.491 0.000
H -1.293 1.864 -4.914 0.000
N 2.129 1.870 0.735 0.008
C 2.823 -1.065 4.421 0.001
H -3.724 -1.321 4.333 0.000
H 2.195 -6.194 1.221 -0.001
N -2.174 -0.237 0.343 0.049
H 3.850 -0.948 0.722 0.000
H 1.678 0.586 -3.268 0.000
C -0.913 2.300 -3.993 0.000
H 0.164 2.155 -3.961 0.000
C 0.651 3.470 4.432 0.004
H -3.482 1.349 -3.799 0.000
C 2.284 -1.411 2.097 0.003
C 3.898 3.624 1.069 0.002
C -1.198 -1.582 5.276 0.000
H 4.846 -1.427 -2.885 0.000
C 2.468 -1.636 -1.875 0.018
C 3.893 1.658 -0.566 0.006
C -1.099 2.300 -1.539 0.007
H -0.623 -2.320 2.488 0.003
H -1.115 3.366 -4.021 0.000
H -1.983 -2.235 5.649 0.000
C 0.179 2.192 3.859 0.020
C -1.183 3.682 -1.354 0.004
H -4.908 1.563 1.048 0.002
C -2.953 0.750 0.781 0.035
H 3.388 4.521 0.723 0.001
C -4.948 -0.311 -0.018 0.021
H 2.558 -2.199 -2.800 0.001
H -2.021 -0.431 -2.264 0.001
N 1.933 0.762 -0.033 0.023
H -1.898 -3.081 3.412 0.001
C -0.769 0.187 3.560 0.013
H 1.406 -1.470 -1.681 0.013
C -0.535 3.964 -0.167 0.006
H -4.576 -2.197 -1.007 0.002
H 5.158 -0.943 -1.223 0.000
H 2.819 -3.888 1.799 0.001
H -0.650 5.323 1.477 0.000
H -0.871 6.040 -0.127 0.000
H -1.342 -0.227 -3.860 0.002
H 2.539 -1.130 5.459 0.000
H -2.326 -2.010 2.102 0.001
B 0.971 2.608 1.438 0.004
C -0.546 1.200 4.495 0.010
C -1.613 -2.166 2.903 0.007
H 4.947 3.704 0.798 0.000
C 1.958 -1.528 3.449 -0.001
H -0.889 1.228 5.507 0.000
N 0.378 1.790 2.593 0.013
C 4.716 -0.625 -2.164 0.001
C 3.320 2.418 0.439 0.009
N -0.458 1.773 -0.483 0.013


# 4
80
Properties=species:S:1:pos:R:3:lowdin_charge:R:1 method="wB97M-V/def2-TZVPD" orbital_gap_ev=7.44 charge=-1 multiplicity=1 lumo_energy_ev=1.517 e_homo_ev=-5.92
H 5.849 -10.539 14.217 0.022
C 7.606 -6.108 14.348 -0.270
H 0.874 0.011 18.960 0.120
O 11.962 -0.082 21.151 0.034
H 4.410 1.692 21.003 0.113
H 6.829 -8.335 15.848 0.077
C 5.768 -6.226 20.094 0.002
C 6.147 -7.603 16.292 -0.381
H 4.266 -11.016 13.875 0.020
O 3.992 -4.488 15.760 -0.471
C 10.386 -0.734 19.647 -0.169
O 4.938 -1.615 17.999 -0.220
H 1.819 -8.598 15.716 0.027
H 1.263 -6.105 19.382 0.135
C 8.443 -2.570 18.745 -0.294
H 8.191 -7.023 14.269 0.039
H 1.299 -3.246 15.829 0.075
H 2.198 -7.406 20.830 0.080
C 3.398 -6.126 19.662 -0.139
O 4.587 -4.765 13.472 -0.313
H 6.769 -5.836 19.927 0.108
C 8.328 -1.307 16.617 -0.167
H -0.011 -5.143 17.660 0.096
H 2.696 -1.926 16.498 0.133
C 2.559 1.072 20.037 -0.111
C 0.916 -4.886 17.139 -0.200
C 4.742 0.180 19.472 -0.015
C 2.212 -1.736 17.500 -0.093
O 5.325 -2.775 14.783 -0.423
C 5.520 -7.133 21.178 -0.100
C 4.782 -7.777 15.656 -0.499
O 7.550 -2.097 16.145 -0.015
H 4.687 -7.228 14.735 0.069
N 11.205 0.278 20.241 -0.388
C 3.170 -7.035 20.688 -0.023
H 5.811 0.115 19.424 0.109
H 5.968 -7.725 17.358 0.076
H 10.167 0.389 17.960 0.123
H 6.343 -7.580 21.789 0.107
H 9.248 -6.459 16.210 0.036
C 2.398 -9.208 15.017 -0.311
C 4.701 -5.710 19.386 -0.327
O 11.095 1.392 19.830 0.076
P 4.142 -9.440 15.615 0.845
C 8.827 -1.381 17.949 -0.101
C 4.165 -0.774 18.645 -0.328
H 1.947 -10.184 14.953 0.011
C 8.510 -6.062 16.913 -0.228
H 4.078 -7.187 16.257 0.074
H 8.745 -0.509 16.069 0.125
C 4.247 -7.465 21.561 -0.097
H 2.299 -8.770 14.012 0.045
H 4.077 -8.167 22.383 0.092
H 4.836 -9.395 13.172 0.033
C 9.280 -2.822 19.879 0.014
N 1.185 -2.453 17.824 0.071
H 6.832 -6.250 13.593 0.035
Ce 5.541 -3.408 17.020 1.205
C 4.860 -10.092 14.001 -0.309
C 9.727 -0.468 18.422 0.059
C 2.230 -5.705 18.889 -0.112
H 8.403 -6.724 17.752 0.033
C 1.970 0.187 19.113 -0.031
H 10.673 -2.170 21.325 0.126
N 2.199 -5.053 17.811 0.070
H -0.324 -3.220 16.577 0.111
H 0.919 -5.424 16.185 0.115
H 9.106 -3.738 20.393 0.104
H 8.209 -5.253 13.991 0.067
H 8.770 -5.039 17.206 0.026
O 4.954 -4.898 18.389 -0.243
O 2.994 -2.988 14.178 -0.302
P 6.902 -5.944 15.997 0.915
S 4.191 -3.738 14.406 0.332
H 1.968 1.668 20.706 0.082
C 10.185 -1.906 20.382 0.011
C 2.770 -0.759 18.461 -0.136
C 0.761 -3.383 16.765 -0.219
O 7.448 -3.309 18.455 -0.140
C 3.944 1.059 20.196 -0.102


# 5
66
Properties=species:S:1:pos:R:3:lowdin_charge:R:1 method="wB97M-V/def2-TZVPD" orbital_gap_ev=8.76 charge=+1 multiplicity=1 lumo_energy_ev=-3.706 e_homo_ev=-12.47
H 11.263 2.083 -9.920 0.056
O 9.757 4.159 -11.060 -0.022
O 8.090 2.774 -4.243 -0.023
O 7.826 6.397 -10.323 -0.027
H 5.548 5.017 -10.178 0.020
O 4.851 2.105 -9.825 -0.052
H 9.336 3.974 -6.520 0.063
O 9.080 7.888 -6.844 0.105
H 4.600 5.041 -5.506 -0.026
H 8.573 2.178 -3.631 0.087
O 10.359 1.902 -9.696 -0.038
H 8.346 6.110 -11.096 0.057
H 9.976 2.719 -10.068 0.002
O 9.538 1.125 -7.299 -0.055
H 6.444 -0.131 -8.432 0.047
H 8.608 6.658 -9.884 0.000
H 11.717 2.013 -5.699 0.103
O 9.019 5.475 -7.566 -0.220
O 9.589 5.204 -4.040 -0.049
H 11.792 4.076 -5.441 0.010
H 8.545 3.581 -4.208 -0.040
H 4.915 2.437 -4.899 0.043
C 7.407 3.651 -7.389 -0.039
H 5.389 2.766 -10.308 0.055
H 10.294 2.396 -6.070 -0.022
H 10.414 4.737 -10.670 0.053
O 4.338 4.253 -7.485 -0.069
H 9.474 8.240 -7.629 0.116
H 7.367 2.667 -7.296 -0.003
H 6.206 1.270 -8.910 -0.008
C 8.836 4.101 -7.421 -0.325
O 11.635 4.570 -8.173 -0.051
H 5.846 1.878 -5.966 -0.026
H 9.834 5.228 -3.097 0.110
Be 8.089 6.554 -6.914 0.049
H 8.584 1.208 -7.355 -0.014
H 9.692 8.050 -6.100 0.149
O 6.921 0.657 -8.669 -0.046
H 11.773 5.623 -5.797 0.019
H 5.290 6.451 -9.962 0.051
H 3.276 5.717 -5.111 0.019
H 6.849 4.088 -6.548 0.081
H 4.949 3.523 -7.350 -0.020
H 10.277 3.750 -11.754 0.077
O 10.963 2.590 -5.438 -0.048
H 6.700 7.532 -8.517 0.083
O 3.970 5.165 -4.805 -0.040
H 4.805 4.724 -8.187 -0.031
H 9.914 1.460 -8.122 -0.012
O 6.740 7.092 -7.700 0.144
H 6.939 3.971 -8.320 0.090
H 9.405 3.517 -8.219 0.108
H 6.908 6.496 -4.725 0.157
H 8.174 5.680 -4.856 0.043
H 6.043 7.501 -7.228 0.123
O 4.991 5.580 -9.679 -0.014
O 4.997 2.260 -5.823 -0.020
H 4.689 1.380 -10.481 0.094
H 11.764 5.452 -7.813 0.025
H 7.628 0.969 -4.967 0.018
O 7.202 0.503 -5.686 -0.017
H 10.661 4.500 -8.037 -0.012
O 7.570 6.204 -5.386 0.089
H 10.433 5.421 -4.470 0.017
O 11.961 4.981 -5.120 -0.044
H 6.738 -0.217 -5.313 0.050


# 6
19
Properties=species:S:1:pos:R:3:lowdin_charge:R:1 method="wB97M-V/def2-TZVPD" orbital_gap_ev=11.17 charge=+1 multiplicity=1 lumo_energy_ev=-2.918 e_homo_ev=-14.08
C -0.890 -0.281 0.551 -0.398
H -0.436 1.525 1.645 0.116
O 2.031 1.138 -0.549 -0.206
H 3.497 2.380 -0.846 0.049
H -1.365 -2.406 -1.137 0.112
H 0.441 0.498 -0.833 0.060
N -0.429 -0.006 -0.687 0.179
H 2.712 0.376 -0.799 0.181
H -0.961 -0.256 -1.548 0.146
H -1.573 -3.510 0.550 0.121
H 2.135 2.590 -1.868 0.088
H -0.866 0.126 2.583 0.160
C 2.484 2.409 -0.849 -0.142
N -0.847 0.606 1.624 0.181
H -2.885 -2.704 -0.258 0.058
N -1.300 -1.524 0.863 0.027
H -1.832 -1.484 1.733 0.141
H 1.933 3.113 -0.081 0.134
C -1.849 -2.590 -0.094 -0.009